The following is a quantum chemistry calculation of a structure of composition C54H32Cl4N8O2S3V at a distorted geometry, from OMol25.

The geometry in XYZ format:
```
104
Properties=species:S:1:pos:R:3:forces:R:3:mulliken_spin:R:1
V 0.6789 0.9444 -0.9098 -0.39 -0.07 0.31 2.064
Cl -3.9890 -1.7100 -8.8503 -0.57 -0.26 -0.77 0.000
C -3.2080 -1.2394 -7.4135 1.54 0.54 0.81 -0.001
C -1.8258 -0.9337 -7.4726 -0.71 -0.08 0.92 -0.001
C -1.1689 -0.6069 -6.2784 -0.25 0.34 0.21 -0.004
C -1.8563 -0.4893 -5.0471 -0.29 0.13 0.06 -0.021
C -3.2647 -0.7399 -5.0477 1.43 0.09 -0.11 -0.002
C -3.9140 -1.1484 -6.2166 0.17 0.13 0.25 0.000
C -1.0801 -0.0460 -3.7887 0.22 -0.12 0.75 0.021
C -0.0970 -0.8881 -3.2108 0.43 -0.33 0.83 0.031
C 0.2903 -2.1209 -3.8104 0.74 -1.21 0.27 0.003
C 1.1819 -2.7509 -2.9761 -0.50 -0.10 -0.87 0.024
C 1.4337 -1.8930 -1.8710 -1.06 0.71 0.45 0.005
C 2.3081 -2.2005 -0.8056 -1.01 0.23 0.10 0.047
C 2.9326 -3.6487 -0.7037 -0.39 0.91 -0.08 0.002
C 4.2130 -3.9254 -1.2183 0.00 0.06 -0.12 0.005
C 4.7244 -5.2393 -1.1835 -0.17 0.30 0.50 -0.001
C 3.9977 -6.2625 -0.5605 -0.76 1.13 -0.28 0.001
Cl 4.6750 -7.8529 -0.4932 0.02 -0.21 0.06 0.000
C 2.7125 -6.0055 -0.0436 0.26 0.48 -0.18 -0.002
C 2.1831 -4.7072 -0.1262 0.92 0.37 -0.31 0.002
C 2.4582 -1.2472 0.2513 0.31 0.54 -0.14 0.041
N 1.9748 0.0587 0.3551 0.69 -0.80 1.12 -0.104
C 2.4337 0.5613 1.5979 -0.64 -0.32 -1.11 0.026
C 2.1425 1.8034 2.1722 -0.36 0.07 -0.02 0.040
C 2.6260 2.0981 3.6263 0.18 0.30 -1.28 -0.003
C 1.7703 1.9267 4.7178 0.25 0.11 0.09 0.000
C 2.2260 2.1724 6.0247 0.18 -0.16 -0.23 0.000
C 3.5465 2.5792 6.2664 -0.62 -0.25 -1.97 0.000
Cl 4.1527 2.8907 7.8250 0.08 0.05 0.86 0.000
C 4.3985 2.7686 5.1690 -0.32 0.17 -0.31 0.000
C 3.9376 2.5726 3.8619 -0.18 -0.55 0.02 0.000
C 1.3528 2.7546 1.4890 -0.92 0.47 -1.32 0.027
C 1.1186 4.0737 1.9617 -0.81 0.59 -0.46 -0.014
C 0.2798 4.7270 1.0702 0.97 -0.37 1.02 0.024
C -0.0283 3.8224 0.0246 0.75 -0.71 0.40 -0.004
N 0.6675 2.6178 0.2504 0.08 1.09 1.10 -0.101
C -0.9508 4.1030 -1.0149 0.06 -0.60 0.00 0.069
C -1.2067 3.1188 -1.9865 0.23 -0.54 -0.50 -0.004
C -2.1447 3.3248 -3.0333 -0.63 -1.70 -0.90 0.044
C -2.2431 2.1461 -3.7559 -0.39 1.72 0.42 -0.033
C -1.3453 1.2039 -3.1997 1.08 1.02 0.51 0.056
N -0.6496 1.8337 -2.1420 -1.59 0.11 -0.33 -0.112
C -1.7775 5.4268 -1.0206 0.51 -0.25 -0.18 0.006
C -2.9854 5.5384 -0.2961 0.30 0.02 -0.26 0.003
C -3.7423 6.7265 -0.2793 0.48 -0.11 -0.24 0.002
C -3.2893 7.8493 -0.9945 0.90 -2.13 0.25 -0.001
Cl -4.1999 9.2735 -1.0919 -0.56 0.86 0.11 0.000
C -2.0839 7.7466 -1.6879 0.16 0.27 -0.61 0.000
C -1.3504 6.5619 -1.7532 0.23 -0.57 0.59 0.005
C 3.2333 -0.4220 2.2212 -0.07 -0.94 -0.74 0.010
C 3.2559 -1.5105 1.3937 0.41 0.26 0.84 0.006
N 0.5852 -0.7547 -1.9958 0.62 -0.72 -1.15 -0.107
H -1.2807 -0.9304 -8.4170 -0.26 -0.16 0.26 0.000
H -0.1000 -0.3652 -6.2952 -0.40 -0.14 -0.03 0.000
H -3.8322 -0.6226 -4.1277 0.14 -0.11 -0.11 0.000
H -4.9759 -1.3955 -6.1722 0.32 0.11 -0.16 0.000
H -0.0752 -2.4546 -4.7711 0.01 -0.19 0.21 0.002
H 1.6243 -3.7403 -3.0444 -0.08 0.30 -0.32 0.000
H 4.8300 -3.1108 -1.6663 -0.69 -0.75 0.36 0.000
H 5.7184 -5.4525 -1.5831 -0.36 0.06 0.10 0.000
H 2.1046 -6.7862 0.4182 0.35 0.14 -0.19 0.000
H 1.1950 -4.4951 0.2637 -0.06 -0.06 -0.17 -0.002
H 0.7310 1.6055 4.5592 0.56 0.10 0.05 0.000
H 1.5305 1.9927 6.8340 0.15 0.14 0.16 0.000
H 5.4183 3.1135 5.3174 -0.17 -0.08 0.10 0.000
H 4.6338 2.7283 3.0168 -0.57 -0.10 0.54 0.000
H 1.5338 4.4361 2.8823 0.04 0.28 0.14 -0.001
H -0.0416 5.7507 1.1003 -0.16 0.15 0.15 0.003
H -2.7343 4.2011 -3.1727 -0.17 0.46 -0.11 0.005
H -2.8660 1.9682 -4.6144 -0.08 0.00 -0.05 -0.003
H -3.3473 4.6506 0.2359 0.11 0.44 -0.11 0.000
H -4.6715 6.7665 0.2869 0.19 0.02 -0.19 0.000
H -1.7251 8.6118 -2.2506 -0.15 -0.23 0.19 0.000
H -0.4076 6.5284 -2.3417 -0.83 -0.01 0.52 0.000
H 3.7109 -0.3020 3.1602 0.34 0.01 0.59 0.003
H 3.8091 -2.4086 1.5562 0.13 -0.45 0.05 0.000
N -1.5063 -4.5204 6.5025 0.41 -0.88 1.53 0.000
C -1.6481 -4.5352 5.1338 0.17 0.93 -1.74 0.000
C -0.4810 -4.3207 4.3247 -0.79 -0.60 0.27 0.000
C -0.6076 -4.2413 2.9522 -0.73 -0.04 -0.25 0.000
C -1.8981 -4.1739 2.3750 0.63 -0.32 0.37 0.001
C -3.0433 -4.3884 3.1441 0.18 0.18 -0.72 0.000
C -2.9248 -4.5767 4.5119 0.70 -0.24 0.62 0.000
S -1.9480 -3.5981 0.7028 0.92 2.31 -0.33 0.000
O -1.1251 -4.4413 -0.1359 -0.46 -0.24 0.47 0.000
O -3.3400 -3.3738 0.3729 0.28 -0.40 0.04 0.000
N -1.0934 -2.1672 0.7538 0.01 -2.09 -0.87 -0.001
C -1.5728 -1.0041 1.0733 -0.38 1.44 0.02 0.014
S -2.8610 -0.8016 2.3173 0.70 -0.66 -0.50 -0.001
C -2.8045 0.8750 2.1010 0.95 1.24 -1.46 0.000
C -1.9121 1.2215 1.1053 -0.40 -0.16 1.36 0.011
N -1.1465 0.2111 0.5599 -0.67 -1.14 0.43 -0.032
H -0.5360 -4.6761 6.8213 -1.01 0.11 -0.28 0.000
H -2.1687 -5.1068 7.0287 0.53 0.55 -0.47 0.000
H 0.5163 -4.2483 4.7734 -0.44 -0.21 0.00 0.000
H 0.2594 -4.2732 2.2802 -0.31 0.49 0.45 0.000
H -4.0244 -4.4090 2.6433 0.57 0.22 0.34 0.000
H -3.8312 -4.7179 5.1093 0.41 0.01 -0.08 0.000
H -3.3983 1.5439 2.6835 -0.32 0.28 0.05 0.000
H -1.7365 2.2471 0.7878 -0.06 -0.34 0.13 0.002
S 2.5841 2.0520 -2.3219 -0.29 -0.68 0.09 -0.043
C 3.0580 0.6442 -3.1370 0.26 -1.81 -0.55 0.002
N 3.3173 -0.3925 -3.6368 -0.21 2.19 0.75 -0.006
```
Forces are in eV/Å.

Calculated values
total charge = -1
multiplicity = 3
orbital gap (alpha / beta) = 5.25 / 5.31 eV
DFT total energy = -180821.060 eV
LUMO level (alpha / beta) = 0.5 / 0.5 eV
ΔE to the lowest compared entry with this formula, charge and spin = 0.000 eV


The following is a quantum chemistry calculation of a structure of composition C54H38Cl3MgN7O2S2 at a distorted geometry, from OMol25.

The geometry in XYZ format:
```
107
Properties=species:S:1:pos:R:3:forces:R:3:mulliken_charge:R:1
Mg -1.4566 -0.6422 1.7843 0.80 0.76 -0.60 2.048
C -3.9899 2.7535 0.0342 0.81 -0.66 1.26 -0.768
C -3.4605 1.4879 0.3051 -1.02 -1.07 -0.87 -0.202
N -2.6054 1.2491 1.2540 0.75 0.65 1.10 0.200
C -2.2063 2.3344 1.9623 0.85 -2.30 0.19 -0.592
C -2.6078 3.5889 1.6205 0.03 0.26 0.30 -0.188
N -3.5543 3.8110 0.7137 -0.26 0.09 -0.91 -0.598
C -1.2707 2.0165 3.0990 -1.05 0.08 -1.68 1.246
C -0.9013 3.0151 3.9317 0.81 0.50 1.28 -0.919
C -0.0112 2.6886 4.9484 0.07 1.63 1.38 0.309
C 0.4883 1.4137 5.0592 0.21 -1.40 0.39 -0.865
C 0.0302 0.4358 4.1760 -1.04 1.60 -0.53 0.554
N -0.8698 0.7551 3.2101 0.80 0.27 0.98 0.519
C 0.3962 -0.9676 4.1794 -0.29 -0.70 -1.19 -0.071
C 1.1034 -1.6075 5.1570 0.54 1.19 2.38 -0.111
N 1.3911 -2.8823 5.1501 0.55 -1.64 -0.48 -0.551
C 1.0338 -3.6152 4.0835 -0.73 1.55 0.30 -0.584
C 0.2666 -2.9785 3.0992 0.71 0.13 -0.12 -0.496
N -0.0308 -1.6723 3.1187 0.03 -1.05 0.32 0.301
C 0.3288 3.7506 5.9873 -0.55 -0.82 -1.66 0.030
C 0.0879 3.5331 7.3194 -0.58 0.56 0.33 -0.530
C 0.3356 4.5787 8.2037 0.42 -0.72 -0.99 -0.318
N 0.9117 5.7029 7.7839 -0.58 -0.26 1.59 -0.561
C 1.1239 5.8845 6.4938 0.68 1.80 0.21 -0.468
C 0.7830 4.9871 5.5285 0.57 -1.95 -1.23 -0.454
H -4.7964 2.7411 -0.6602 -0.47 0.94 -0.51 0.473
H -3.8123 0.5782 -0.2000 -0.01 0.65 -0.20 0.465
H -2.1083 4.3849 2.1568 -0.58 0.58 -0.35 0.446
H -1.3191 4.0130 3.8842 0.12 -0.14 0.00 0.740
H 1.1533 1.1351 5.8898 -0.23 0.33 -0.54 0.507
H 1.4069 -1.0335 6.0786 -0.23 -0.71 -1.06 0.342
H 1.2870 -4.6695 4.0187 0.03 0.21 0.18 0.419
H -0.0256 -3.5180 2.2244 -0.37 -0.27 -0.43 0.550
H -0.4662 2.6922 7.6916 0.18 -0.59 -0.05 0.425
H 0.0790 4.3311 9.2280 0.29 0.97 0.28 0.348
H 1.6049 6.8504 6.2936 -0.21 -0.44 -0.35 0.392
H 1.0403 4.9882 4.4439 -0.24 0.86 1.01 0.392
C 6.6379 1.2077 -1.3940 0.23 -1.09 -0.50 -1.573
C 5.1908 1.2783 -1.0205 -0.02 -0.05 -1.04 0.896
C 4.5962 0.2229 -0.3293 0.28 0.43 0.72 -0.955
C 3.2875 0.2667 0.0696 -1.28 1.67 -1.66 -0.658
C 2.5102 1.3244 -0.4850 -0.15 -1.04 0.83 0.812
C 3.0070 2.3278 -1.2988 3.19 -1.19 0.47 -0.942
C 4.4289 2.3053 -1.5996 -1.94 -0.64 0.61 -0.697
S 0.7572 1.4108 -0.0025 0.12 2.44 1.43 0.354
O 0.2107 0.1821 0.6707 0.38 -0.96 -0.50 -0.352
C 0.0475 1.7203 -1.5709 0.52 -2.53 0.11 1.137
C -0.3845 2.9797 -1.8726 -0.26 3.06 1.97 -0.540
C -0.5426 3.4166 -3.1310 -1.74 2.79 -0.63 -0.991
C -0.5825 2.4779 -4.1544 0.95 0.03 -0.74 1.126
C -0.8103 2.8359 -5.4973 -1.64 -0.46 -0.28 -0.881
C -0.9988 1.8602 -6.4509 0.44 0.55 0.84 -0.580
C -0.8036 0.5174 -6.1196 0.81 -0.20 2.02 -1.090
C -0.4507 0.1539 -4.8015 -0.39 1.03 -3.18 -1.217
C -0.3050 1.1304 -3.8170 -0.48 -0.65 -0.44 1.038
C 0.0889 0.7394 -2.5220 -0.13 0.87 -0.30 -1.456
C 0.5771 -0.6221 -2.2923 -0.52 -2.82 0.85 -0.765
C 1.9293 -1.0074 -2.6618 -0.65 1.59 -0.13 1.106
C 2.7680 -0.1095 -3.3418 0.19 0.23 -0.49 -0.529
C 3.9958 -0.5359 -3.8377 -0.76 2.65 -0.41 -0.818
C 4.4886 -1.7988 -3.6480 -1.17 -1.96 1.90 -1.099
C 3.7095 -2.6603 -2.8653 0.15 0.17 -0.48 -0.920
C 2.4367 -2.2677 -2.3919 0.06 -1.38 -0.67 1.383
C 1.5718 -3.2680 -1.8733 -0.35 0.82 0.28 -1.148
C 0.2671 -2.9901 -1.6066 0.43 0.71 0.43 -1.788
C -0.2558 -1.6567 -1.7861 2.55 0.63 -0.80 1.414
S -1.8492 -1.2810 -1.2112 -0.53 -0.41 0.71 1.228
O -1.8482 -1.7781 0.2560 -0.36 0.10 -0.66 -0.698
C -2.7549 -2.5463 -2.0725 0.76 0.19 -1.18 -0.095
C -3.2450 -3.6593 -1.4801 -0.37 -0.46 2.53 0.018
C -3.7110 -4.7570 -2.1490 0.18 -0.25 -1.58 -0.946
C -3.6234 -4.7936 -3.5526 -0.20 1.74 0.50 0.908
C -3.9539 -5.9919 -4.3402 0.16 -1.42 0.31 -1.515
C -3.2226 -3.5916 -4.1827 0.22 -1.04 0.66 -1.039
C -2.7235 -2.5273 -3.4557 -0.40 0.17 -0.28 -0.354
H 7.1706 0.2299 -1.3986 -1.02 0.23 0.10 0.352
H 7.2818 1.8012 -0.7894 0.28 0.96 0.46 0.352
H 6.6209 1.5559 -2.4060 0.80 0.39 -0.66 0.416
H 5.2400 -0.5960 -0.0882 0.16 -0.44 0.37 0.438
H 2.7267 -0.4593 0.6135 0.17 -0.71 0.41 0.532
H 2.4246 3.1066 -1.6713 -1.06 1.04 -0.68 0.662
H 4.8541 2.9701 -2.3838 -0.32 -0.31 1.03 0.332
H -0.5626 3.7386 -1.0814 0.49 -0.74 -0.26 0.339
H -0.8518 4.5374 -3.3079 0.76 -2.43 0.20 0.250
H -1.1780 3.8292 -5.7465 0.62 0.10 0.19 0.352
H -1.2882 2.1917 -7.4204 -0.12 -0.15 -0.71 0.459
H -0.8220 -0.2405 -6.8628 -0.27 -0.52 -0.55 0.494
H -0.2029 -0.8619 -4.6560 0.16 -0.92 0.49 0.888
H 2.3857 0.9147 -3.5032 0.57 -0.71 -0.13 0.542
H 4.5604 0.2117 -4.4043 -0.02 -0.38 0.15 0.433
H 5.4295 -2.1299 -4.0126 0.59 -0.08 -0.42 0.491
H 3.9264 -3.7152 -2.6782 0.51 0.43 -0.18 0.459
H 1.9958 -4.2305 -1.6751 -0.03 -0.51 0.07 0.492
H -0.2863 -3.7470 -1.0896 -0.70 -0.20 -0.11 0.566
H -3.2385 -3.7168 -0.3996 -0.03 0.14 0.16 0.425
H -4.0893 -5.5890 -1.5871 -0.05 -0.35 0.09 0.483
H -4.9738 -6.3568 -4.1227 0.55 -0.01 -0.14 0.348
H -3.2020 -6.7663 -4.0925 -0.62 0.02 0.27 0.327
H -3.8024 -5.9123 -5.4013 -0.30 0.59 -0.51 0.372
H -3.2285 -3.5883 -5.2531 0.14 0.24 -0.44 0.413
H -2.2953 -1.6899 -3.9597 0.10 0.54 -0.44 0.599
Cl -5.6340 -2.6553 5.1197 0.08 -0.28 -0.54 -0.062
C -4.2766 -3.3400 4.1944 -0.30 0.75 -0.45 0.655
Cl -3.1003 -3.9579 5.3016 0.59 -0.59 0.44 -0.068
Cl -4.7443 -4.5341 2.9502 -0.05 0.39 0.56 -0.057
C -3.6003 -2.2261 3.4793 0.12 0.54 -0.58 -0.001
N -3.0399 -1.4029 2.9000 -0.88 -1.21 0.91 -0.490
```
Forces are in eV/Å.

Calculated values
total charge = +2
orbital gap = 7.00 eV
DFT total energy = -135811.663 eV
LUMO level = -5.6 eV
ΔE to the lowest compared entry with this formula, charge and spin = 0.212 eV